--- A ---
Density functional theory data (ωB97M-V/def2-TZVPD) for a 2-piece molecular cluster, C2H3NO2S overall.

Element x y z (Å)
1 O 3.2440 -0.3089 -1.7333
2 N 2.1750 -0.3132 -1.0933
3 S 0.9668 -1.3962 -1.0307
4 H 2.2241 0.4571 -0.3421
5 C -2.2419 0.0949 0.7677
6 C -0.9941 0.4986 0.8366
7 O 0.1210 0.9623 1.0303
8 H -2.7461 0.2523 1.6618
9 H -2.7490 -0.2470 -0.0970

As for the SMILES: [O-][NH+]=S.C=C=O. The HOMO-LUMO gap is 0.3134 Ha.


--- B ---
Density functional theory data (ωB97M-V/def2-TZVPD) for a 2-piece molecular cluster, C2H3NO2S overall.

Element x y z (Å)
1 C -1.6431 0.3641 0.1059
2 C -0.4943 -0.5192 0.0890
3 N 1.1514 0.6041 0.1108
4 O -1.6034 1.5669 0.1308
5 O 2.1528 -0.2125 -0.3711
6 S -0.2960 -2.0864 0.1594
7 H -2.6076 -0.1840 0.0543
8 H 0.9220 1.2540 -0.6406
9 H 2.4182 -0.7869 0.3614

The HOMO-LUMO gap (spin up / spin down) is 0.2547 / 0.2546 Ha.


--- C ---
Density functional theory data (ωB97M-V/def2-TZVPD) for C2H3NO2S as an isolated structure.

Element x y z (Å)
1 C 0.2326 -1.9176 0.6735
2 C 0.4755 1.1455 -0.9825
3 H 1.1204 -2.5126 1.1550
4 H 1.3954 -0.1884 1.2917
5 H 1.8299 1.0765 -0.7532
6 N 0.5314 -0.5393 0.9371
7 O -0.5706 -2.1984 -0.1113
8 O -0.0585 1.8097 -1.8127
9 S -0.4551 0.8214 0.5620

The HOMO-LUMO gap is 0.3620 Ha.


--- D ---
Density functional theory data (ωB97M-V/def2-TZVPD) for a 2-piece molecular cluster, C2H3NO2S overall.

Element x y z (Å)
1 C 3.3467 0.3575 0.1359
2 C 0.2685 0.9740 1.4336
3 N 2.5196 1.2249 -0.1207
4 O 4.1881 -0.2919 0.6362
5 O -0.0972 1.3745 -1.0528
6 S -0.3431 0.4416 0.0146
7 H 0.8585 1.8391 1.6051
8 H 0.5089 0.1947 2.1096
9 H 1.7630 1.3856 -0.6949

The HOMO-LUMO gap is 0.3428 Ha.


Taking the most stable structure as the zero point, the relative energies in eV are A 2.146; B 2.632; C 0.232; D 0.000.


--- A ---
Density functional theory data (ωB97M-V/def2-TZVPD) for one molecule with the formula C2H2N2OS.

Element x y z (Å)
1 N 2.9889 -0.6473 -0.0983
2 C 1.9822 -0.0874 0.0419
3 C 0.5454 0.3772 0.0408
4 O 0.2814 1.5664 0.0093
5 N -0.3837 -0.6473 0.0704
6 S -2.1135 -0.2922 -0.0494
7 H -0.0263 -1.5468 0.3771
8 H -1.8116 1.0141 0.0381

As for the SMILES: N#CC(=O)NS. The HOMO-LUMO gap is 0.3602 Ha.


--- B ---
Density functional theory data (ωB97M-V/def2-TZVPD) for a 2-piece molecular cluster, C2H2N2OS overall.

Element x y z (Å)
1 C -1.9244 0.3588 1.0660
2 C 2.6160 0.3453 -0.2811
3 N -0.8679 -0.2624 -0.9725
4 N -1.3788 -0.0850 0.1546
5 O 2.5917 1.3610 0.2617
6 S 2.4770 -1.1029 -0.7818
7 H -2.0511 0.1998 2.1016
8 H -1.4624 -0.8147 -1.5486

The HOMO-LUMO gap is 0.3546 Ha.


Taking the most stable structure as the zero point, the relative energies in eV are A 0.000; B 1.751.


--- A ---
Density functional theory data (ωB97M-V/def2-TZVPD) for one molecule with the formula C16H16ClN3O2.

Element x y z (Å)
1 C 4.2369 -0.9062 -3.2548
2 C 4.0623 0.5280 -2.7238
3 C 2.7864 0.6315 -1.8905
4 C 1.4933 0.6575 -2.7722
5 C 0.2859 1.1382 -1.9334
6 O -0.0012 2.3228 -1.9315
7 C -0.4317 0.1702 -1.0901
8 N -0.8183 -1.0829 -1.5892
9 C -1.5213 -1.6656 -0.6356
10 N -1.5745 -0.8545 0.5036
11 C -2.2697 -1.0758 1.6942
12 C -3.1706 -2.1315 1.8472
13 C -3.9793 -2.2349 3.0001
14 C -3.9210 -1.2392 3.9901
15 Cl -4.9800 -1.1912 5.3906
16 C -2.9914 -0.1909 3.8328
17 C -2.1924 -0.0930 2.6956
18 C -1.2763 1.0442 2.5135
19 O -1.1134 1.8912 3.4229
20 N -0.6885 1.2542 1.2414
21 C 0.2395 2.3558 1.0890
22 C -0.8521 0.3016 0.2234
23 H 3.4127 -1.1817 -3.9125
24 H 4.1954 -1.5957 -2.4079
25 H 5.1859 -1.0635 -3.7553
26 H 4.0052 1.2454 -3.5348
27 H 4.9126 0.7524 -2.0643
28 H 2.8125 1.5383 -1.3147
29 H 2.7464 -0.1909 -1.1992
30 H 1.2887 -0.3294 -3.1922
31 H 1.6215 1.3655 -3.5989
32 H -1.9786 -2.6690 -0.7025
33 H -3.2626 -2.9593 1.1261
34 H -4.7041 -3.0731 3.1580
35 H -3.0104 0.5827 4.6058
36 H -0.2115 3.1309 0.4542
37 H 0.5158 2.8405 2.0450
38 H 1.1478 1.9770 0.6701

As for the SMILES: CCCCC(=O)c1ncn2c3ccc(Cl)cc3c(=O)n(C)c12. The HOMO-LUMO gap is 0.3088 Ha.


--- B ---
Density functional theory data (ωB97M-V/def2-TZVPD) for one molecule with the formula C16H16ClN3O2.

Element x y z (Å)
1 C 6.7820 0.1773 0.5705
2 C 5.5385 -0.5239 0.1256
3 C 5.5828 -1.8479 -0.3097
4 C 4.4075 -2.4573 -0.7061
5 N 3.2331 -1.8505 -0.6959
6 C 3.1862 -0.5893 -0.2811
7 N 1.9016 -0.0526 -0.3146
8 C 1.4816 1.1889 0.0513
9 O 2.1988 2.0661 0.4764
10 C -0.0211 1.3608 -0.1031
11 C -0.7572 0.6353 1.0346
12 N -2.1873 0.6490 0.8317
13 C -2.7806 -0.2670 0.0278
14 O -2.1684 -1.1672 -0.5049
15 C -4.2541 -0.0478 -0.1380
16 C -4.7257 1.1716 -0.6138
17 C -6.0777 1.3739 -0.8227
18 C -6.9771 0.3559 -0.5504
19 C -6.5273 -0.8615 -0.0723
20 C -5.1697 -1.0631 0.1275
21 Cl -4.6214 -2.5753 0.7461
22 C 4.3096 0.1180 0.1398
23 H 7.1626 -0.2819 1.4825
24 H 6.5860 1.2281 0.7655
25 H 7.5566 0.0952 -0.1902
26 H 6.5177 -2.3860 -0.3375
27 H 4.3936 -3.4826 -1.0516
28 H 1.2171 -0.7165 -0.6577
29 H -0.2510 2.4268 -0.0755
30 H -0.3504 0.9439 -1.0562
31 H -0.5260 1.1002 1.9942
32 H -0.4491 -0.4141 1.0592
33 H -2.7233 1.4226 1.1889
34 H -4.0206 1.9582 -0.8422
35 H -6.4285 2.3228 -1.1984
36 H -8.0333 0.5089 -0.7111
37 H -7.2194 -1.6590 0.1461
38 H 4.2138 1.1399 0.4651

As for the SMILES: Cc1ccnc(NC(=O)CCNC(=O)c2ccccc2Cl)c1. The HOMO-LUMO gap is 0.3468 Ha.


Taking the most stable structure as the zero point, the relative energies in eV are A 1.117; B 0.000.


--- A ---
Density functional theory data (ωB97M-V/def2-TZVPD) for C4H5NO2 as an isolated structure.

Element x y z (Å)
1 O -2.1415 0.3637 0.9094
2 C -1.6541 -0.3825 0.0800
3 C -0.5821 0.0127 -0.8323
4 C 0.6211 1.0558 0.3777
5 N 1.4783 -0.0244 0.6049
6 C 1.2803 -1.0206 -0.1425
7 O 0.3295 -0.9899 -1.1293
8 H -2.0314 -1.4274 -0.0353
9 H -0.2454 1.0660 -0.9436
10 H 1.1769 1.9544 0.0287
11 H -0.0747 1.3340 1.1683
12 H 1.8431 -1.9416 -0.0861

The HOMO-LUMO gap is 0.3506 Ha.


--- B ---
Density functional theory data (ωB97M-V/def2-TZVPD) for C4H5NO2 as an isolated structure.

Element x y z (Å)
1 N -0.0859 -1.7553 0.6004
2 C -0.1443 -0.5741 -0.1271
3 C 1.2048 0.2803 -0.4877
4 C 0.5517 1.2807 0.2676
5 O -0.6678 1.6624 -0.2908
6 C -1.2740 0.4130 -0.1434
7 O -2.4466 0.2303 0.0016
8 H -0.3269 -1.4835 -0.8288
9 H -0.8531 -1.7532 1.2853
10 H 2.0798 -0.1859 -0.0410
11 H 1.2772 0.4216 -1.5652
12 H 0.6851 1.4637 1.3292

The HOMO-LUMO gap (spin up / spin down) is 0.3159 / 0.2882 Ha.


Taking the most stable structure as the zero point, the relative energies in eV are A 0.000; B 1.650.


--- A ---
Density functional theory data (ωB97M-V/def2-TZVPD) for C4H5NO2 as an isolated structure.

Element x y z (Å)
1 O 1.1363 2.1558 0.7948
2 C 0.6135 1.1147 0.5036
3 N 1.1696 0.1060 -0.3615
4 C 0.5280 -1.1632 -0.1259
5 C -0.8742 -0.5808 0.0911
6 O -1.2674 -0.4416 1.3591
7 C -0.8652 0.7649 0.6124
8 H 0.3601 0.2677 -1.4174
9 H 0.8346 -1.7204 0.7602
10 H 0.5902 -1.7786 -1.0215
11 H -0.5707 -0.0232 -1.7335
12 H -1.6643 1.4825 0.4539

The HOMO-LUMO gap (spin up / spin down) is 0.2863 / 0.2836 Ha.


--- B ---
Density functional theory data (ωB97M-V/def2-TZVPD) for a 2-piece molecular cluster, C4H5NO2 overall.

Element x y z (Å)
1 C -1.9844 0.3802 0.6092
2 C 3.2274 -0.0149 0.7984
3 C -0.2271 0.0052 -0.9670
4 C -1.1539 -0.6401 -0.0675
5 N -3.1449 -0.0364 0.5275
6 O 2.8108 -0.6734 -0.0211
7 O 3.8018 0.6699 1.5147
8 H -1.8164 1.3603 1.0549
9 H -0.6189 -0.2247 -1.9190
10 H 0.8422 -0.1306 -0.7623
11 H -0.3152 1.0626 -1.0192
12 H -1.4214 -1.7581 0.2514

The HOMO-LUMO gap (spin up / spin down) is 0.3291 / 0.3082 Ha.


Taking the most stable structure as the zero point, the relative energies in eV are A 3.463; B 0.000.


--- A ---
Density functional theory data (ωB97M-V/def2-TZVPD) for one molecule with the formula C4H3F3O.

Element x y z (Å)
1 O -0.2639 0.1950 2.3203
2 C -0.7324 0.6834 1.2100
3 C 0.2770 0.9754 0.1153
4 F 1.4817 1.4427 0.5619
5 C 0.4998 -0.1530 -0.9444
6 C 0.2564 -1.3815 -0.5631
7 F -0.3475 -2.4799 -1.4113
8 F 0.5829 -1.8111 0.6109
9 H -1.7337 0.6739 0.6977
10 H -0.1001 1.8632 -0.5115
11 H 0.0796 -0.0081 -2.0857

As for the SMILES: O=C[C@@H](F)C=C(F)F. The HOMO-LUMO gap is 0.3773 Ha.


--- B ---
Density functional theory data (ωB97M-V/def2-TZVPD) for C4H3F3O as an isolated structure.

Element x y z (Å)
1 C 0.5553 -0.8694 -0.7478
2 C -0.1401 -0.1936 -1.6893
3 C 0.5731 0.4328 -0.0096
4 C -0.3652 0.3632 1.2493
5 O -0.1417 1.0172 -1.0899
6 F -1.4828 1.1941 1.2196
7 F -0.9305 -0.8732 1.2942
8 F 0.2058 0.4621 2.4424
9 H 0.8432 -1.9121 -0.3080
10 H -0.5592 -0.4956 -2.6732
11 H 1.4420 0.8744 0.3124

The HOMO-LUMO gap is 0.3841 Ha.


Taking the most stable structure as the zero point, the relative energies in eV are A 1.218; B 0.000.


--- A ---
Density functional theory data (ωB97M-V/def2-TZVPD) for one molecule with the formula C4H7F.

Element x y z (Å)
1 C -2.5001 -0.1881 -0.0723
2 C -1.1322 0.3779 -0.1349
3 C 0.0108 -0.2055 0.2960
4 C 1.3462 0.4199 0.2736
5 F 2.2548 -0.3885 -0.3559
6 H -2.4356 -1.2475 0.3884
7 H -3.1665 0.3974 0.5347
8 H -2.9301 -0.3117 -1.0941
9 H -0.9701 1.3861 -0.6816
10 H -0.0888 -1.1439 0.8285
11 H 1.6599 0.6240 1.2938
12 H 1.2902 1.3664 -0.2404

As for the SMILES: C/C=C/CF. The HOMO-LUMO gap is 0.4006 Ha.


--- B ---
Density functional theory data (ωB97M-V/def2-TZVPD) for one molecule with the formula C4H7F.

Element x y z (Å)
1 C -1.2287 -0.7031 0.0751
2 C 0.1016 -0.1199 -0.0801
3 C 0.2415 1.3602 -0.0412
4 C 1.1878 -0.8489 -0.1458
5 F 2.3782 -0.2295 0.1036
6 H -1.6097 -0.6361 1.0601
7 H -0.9502 -1.7834 -0.1983
8 H -1.9069 -0.2610 -0.5826
9 H 1.2703 1.6511 -0.1229
10 H -0.3964 1.8122 -0.8387
11 H -0.1769 1.7326 0.9419
12 H 1.0895 -1.9743 -0.1712

As for the SMILES: CC(C)=CF. The HOMO-LUMO gap is 0.3773 Ha.


Taking the most stable structure as the zero point, the relative energies in eV are A 0.000; B 0.273.


--- A ---
Density functional theory data (ωB97M-V/def2-TZVPD) for one molecule with the formula C4H7F.

Element x y z (Å)
1 C 1.3687 0.4493 -0.7089
2 C 0.5737 -0.0046 0.5522
3 C -0.8508 0.2614 0.3783
4 C -1.7234 -0.7777 0.2135
5 F -2.9788 -0.5815 0.0216
6 H 2.2662 -0.0919 -0.9293
7 H 0.7769 0.3584 -1.6096
8 H 1.7950 1.4928 -0.5831
9 H 0.9124 0.5294 1.4989
10 H 0.6109 -1.1085 0.6210
11 H -1.2323 1.2714 0.3245
12 H -1.5186 -1.7985 0.2209

As for the SMILES: CC/C=C/F. The HOMO-LUMO gap is 0.3798 Ha.


--- B ---
Density functional theory data (ωB97M-V/def2-TZVPD) for a 4-piece molecular cluster, C4H7F overall.

Element x y z (Å)
1 C 1.2103 -0.5242 0.7804
2 C -0.0641 -0.0004 0.0188
3 C -1.4564 -0.2905 0.0424
4 C 0.5068 0.7510 -0.9613
5 H 0.2697 -1.2359 1.8383
6 H 1.8520 1.0068 0.8842
7 H 2.0439 -1.4128 -0.0027
8 H -2.0762 -1.2921 -0.1023
9 H -1.5969 0.1613 1.0681
10 H -2.0783 0.1754 -0.6677
11 H 1.6968 1.1423 -1.1027
12 F -0.3076 1.5190 -1.7956

The HOMO-LUMO gap is 0.3112 Ha.


Taking the most stable structure as the zero point, the relative energies in eV are A 0.000; B 7.647.